Below is a 8-piece molecular cluster, C46H109ClN6O9 overall at a distorted geometry, with properties calculated with ωB97M-V with the def2-TZVPD basis set.

Positions of all 171 atoms, in Å:
C 6.5154 0.9865 -1.7289
O 5.4666 1.7939 -2.2888
C 4.2625 1.6520 -1.5108
C 3.3984 2.9400 -1.6073
N 4.2530 4.1142 -1.9898
H 4.2044 4.9462 -1.3968
H 5.2363 3.7999 -1.9206
C 4.2611 4.5190 -3.4383
C 5.4817 5.4449 -3.6758
O 6.4214 4.9107 -2.7848
C 7.7752 5.2319 -2.8648
H 6.7347 1.4695 -0.7390
H 7.4157 1.0350 -2.3355
H 6.2826 -0.0639 -1.5950
H 4.4412 1.4439 -0.4253
H 3.6567 0.8642 -1.9818
H 3.0056 3.0592 -0.6062
H 2.5645 2.9459 -2.3205
H 3.3504 5.0723 -3.6596
H 4.3640 3.5817 -4.0273
H 5.2064 6.5061 -3.5270
H 5.8195 5.3184 -4.6901
H 8.2257 5.0789 -1.8917
H 7.9186 6.2772 -3.1620
H 8.2933 4.5985 -3.6084
C -6.0953 -0.5953 0.6243
O -5.6470 0.4038 1.5602
C -4.3876 0.2204 2.1739
C -3.5387 1.4808 1.7456
N -4.3789 2.7032 2.0761
H -5.2983 2.4010 1.7362
H -4.4379 2.8921 3.0672
C -3.9825 4.0195 1.3874
C -2.8391 4.7542 2.1946
O -1.7507 3.9240 2.5040
C -0.9231 3.4917 1.4205
H -7.0841 -0.2859 0.2749
H -6.2081 -1.5201 1.2242
H -5.4282 -0.7404 -0.2243
H -3.8108 -0.6631 1.8688
H -4.5927 0.2429 3.2414
H -3.4198 1.4496 0.6631
H -2.5665 1.5560 2.2127
H -4.9085 4.5930 1.3914
H -3.7830 3.7632 0.3485
H -3.0954 5.1083 3.1832
H -2.4568 5.6049 1.6011
H -0.4558 4.3121 0.8538
H -1.4344 2.8138 0.7290
H -0.1675 2.9182 1.9281
C 5.2610 -3.4811 -1.4244
O 3.8475 -3.5548 -1.3343
C 3.1453 -2.5814 -0.5413
C 1.6768 -2.9452 -0.7221
N 1.1815 -2.2268 -2.0188
H 0.1239 -1.9734 -1.8620
H 1.6894 -1.3617 -2.0696
C 1.3924 -2.9751 -3.3308
C 1.8357 -2.0109 -4.3736
O 2.9660 -1.3721 -3.7720
C 3.5101 -0.3461 -4.5409
H 5.5963 -4.4757 -1.7118
H 5.6709 -3.3608 -0.4090
H 5.7158 -2.7427 -2.1095
H 3.4264 -1.5119 -0.7674
H 3.4745 -2.8187 0.4935
H 1.1149 -2.4247 0.0643
H 1.4562 -4.0066 -0.6851
H 0.4133 -3.4422 -3.5915
H 2.1632 -3.7096 -3.0877
H 0.9742 -1.3427 -4.6005
H 2.0284 -2.5727 -5.3069
H 4.0133 -0.6304 -5.4767
H 4.2326 0.1592 -3.9222
H 2.7223 0.4147 -4.7873
C 0.0626 -0.2320 -7.4566
C -1.0278 -0.3702 -6.4006
C -1.2685 1.0335 -5.6901
C -2.4186 0.8627 -4.6199
N -2.5838 2.0431 -3.6232
C -2.4673 3.4015 -4.2841
C -1.1948 4.0787 -3.6975
C -1.0714 3.4368 -2.3392
C -1.5215 2.0019 -2.5821
C -3.9357 2.0022 -2.9348
H -0.2056 0.3766 -8.2987
H 0.3299 -1.2202 -7.8155
H 0.9750 0.1672 -7.0278
H -0.7031 -1.0651 -5.6258
H -1.8915 -0.8546 -6.8922
H -1.5396 1.7637 -6.4380
H -0.2579 1.2951 -5.3423
H -2.2429 0.0023 -3.9737
H -3.4209 0.7450 -5.1003
H -3.2946 3.9779 -3.8566
H -2.6533 3.4202 -5.3585
H -1.3365 5.1751 -3.7124
H -0.3180 3.8594 -4.3191
H -1.7225 3.9810 -1.6312
H -0.0575 3.4334 -1.9381
H -1.8344 1.4197 -1.7236
H -0.6458 1.5378 -2.9781
H -4.7068 2.2672 -3.6418
H -3.9589 2.7860 -2.1739
H -4.1604 1.0323 -2.4973
C -2.6006 -3.2888 1.3496
C -2.7083 -4.6269 2.0722
C -3.3816 -4.6908 3.4598
C -4.7597 -4.0196 3.4607
N -5.6552 -4.4424 4.5629
C -7.0217 -3.8392 4.3794
C -7.9448 -4.7580 5.2143
C -7.1993 -6.0976 5.2836
C -5.9692 -5.9159 4.4859
C -5.1672 -4.0100 5.8475
H -2.1341 -3.4863 0.3791
H -2.0536 -2.5928 1.9887
H -3.6264 -2.9363 1.2147
H -1.6716 -4.9647 2.2003
H -3.1716 -5.3792 1.4250
H -2.8282 -4.1477 4.2234
H -3.4849 -5.6937 3.9115
H -5.2787 -4.1605 2.5206
H -4.5601 -2.9641 3.6279
H -7.0055 -2.8171 4.7396
H -7.2019 -3.8443 3.3019
H -8.2058 -4.3948 6.2259
H -8.8854 -4.8556 4.6750
H -7.0770 -6.4822 6.2944
H -7.7834 -6.8978 4.8330
H -5.0758 -6.4599 4.7722
H -6.1710 -6.1651 3.4229
H -5.1410 -2.9109 5.9194
H -4.1803 -4.4180 6.0838
H -5.8555 -4.3710 6.6201
C -0.6956 -0.8827 4.0020
C 0.7347 -1.0160 4.4300
C 1.8067 -0.3601 3.5491
C 3.1075 -0.0566 4.2635
N 4.1968 0.5380 3.3789
C 5.4956 0.8451 4.2014
C 6.6212 0.1205 3.4742
C 6.0937 -0.0483 2.0241
C 4.6255 -0.4026 2.3045
C 3.6924 1.7875 2.7694
H -1.3896 -0.8972 4.8554
H -0.9796 -1.7619 3.3828
H -1.0494 -0.0362 3.4259
H 0.9530 -2.0907 4.4514
H 0.8546 -0.6492 5.4689
H 1.4398 0.6046 3.1276
H 2.0056 -0.9523 2.6577
H 3.5488 -0.9594 4.7234
H 2.9384 0.6833 5.0574
H 5.6702 1.9175 4.1104
H 5.3507 0.5936 5.2443
H 7.4956 0.7495 3.5662
H 6.8171 -0.8582 3.9515
H 6.1562 0.9358 1.5402
H 6.6985 -0.7464 1.4460
H 3.9428 -0.3164 1.4405
H 4.5588 -1.4123 2.6755
H 4.5675 2.1077 2.2085
H 3.4239 2.4810 3.5756
H 2.8281 1.5986 2.1022
Cl 1.3480 0.8320 -0.1549
O -1.8230 -0.0617 -0.5534
C -2.1915 -1.0878 -1.4425
O -1.3182 -1.9322 -1.6150
O -3.2575 -0.9300 -1.9990
H -0.8920 -0.1443 -0.2876

Calculated values
Charge ... +4
Highest occupied orbital energy ... -16.7 eV
Frontier orbital gap ... 9.47 eV
Max |F| ... 0.056 hartree/bohr